Entry from OMol25: 3 unconnected molecules or ions with the total composition C30H64N2O3P (ωB97M-V/def2-TZVPD).

Electronic energy: -1857.690492 Ha
Net charge: +1
Frontier orbital gap (spin up / spin down): 6.75 / 8.04 eV
E_HOMO (spin up / spin down): -9.295 / -10.586 eV
2S+1: 3

Positions of all 100 atoms, in Å:
C (-3.3776, -2.0700, 3.3609)
C (-2.1071, -1.2678, 3.0586)
C (-2.2059, -0.3884, 1.8041)
C (-1.2799, 0.8309, 1.8405)
C (-1.4138, 1.7930, 0.6554)
C (-2.3661, 2.9831, 0.7995)
C (-3.8363, 2.6785, 1.1378)
C (-4.1447, 2.7334, 2.6381)
C (-5.6583, 2.5778, 2.9505)
P (-6.1198, 0.8470, 3.0961)
C (-7.8137, 0.4299, 2.6448)
C (-8.1011, 0.7382, 1.1633)
C (-7.3919, -0.2350, 0.2103)
O (-6.1944, 0.3669, -0.2631)
H (-3.1561, -2.9574, 3.9582)
H (-3.8603, -2.4109, 2.4390)
H (-4.0999, -1.4845, 3.9452)
H (-1.8370, -0.6550, 3.9268)
H (-1.2770, -1.9708, 2.9247)
H (-3.2442, -0.0932, 1.6040)
H (-1.9099, -0.9940, 0.9374)
H (-0.2564, 0.4350, 1.8163)
H (-1.3585, 1.3591, 2.7998)
H (-0.4214, 2.2232, 0.4758)
H (-1.6528, 1.2239, -0.2528)
H (-1.9608, 3.6776, 1.5458)
H (-2.3500, 3.5279, -0.1508)
H (-4.4672, 3.4345, 0.6520)
H (-4.1453, 1.7176, 0.7146)
H (-3.8219, 3.6998, 3.0347)
H (-3.5687, 1.9672, 3.1744)
H (-5.9085, 3.0345, 3.9136)
H (-6.2736, 3.0503, 2.1805)
H (-5.2351, 0.0724, 2.3487)
H (-5.9147, 0.4622, 4.4205)
H (-7.9406, -0.6396, 2.8492)
H (-8.4745, 0.9681, 3.3319)
H (-7.7654, 1.7456, 0.9033)
H (-9.1817, 0.7172, 1.0059)
H (-8.0562, -0.5187, -0.6084)
H (-7.1165, -1.1543, 0.7444)
H (-6.1187, 0.2543, -1.2067)
C (2.8820, 1.1291, -5.4943)
C (3.1074, 2.1774, -4.3835)
C (3.8073, 1.5741, -3.1575)
C (2.9236, 0.6472, -2.3302)
C (1.6334, 1.3543, -1.9216)
C (0.8632, 1.9229, -3.1205)
N (1.8092, 2.7740, -3.9191)
O (1.9087, 3.9697, -3.4843)
C (0.2513, 0.7867, -3.9459)
C (-0.2722, 2.8245, -2.6519)
C (3.9653, 3.3040, -4.9479)
H (3.1219, 0.1176, -5.1646)
H (1.8594, 1.1324, -5.8595)
H (3.5177, 1.3548, -6.3493)
H (4.1496, 2.3948, -2.5202)
H (4.6992, 1.0469, -3.5047)
H (2.6997, -0.2701, -2.8831)
H (3.4715, 0.3404, -1.4369)
H (0.9707, 0.6712, -1.3803)
H (1.8766, 2.1760, -1.2404)
H (-0.1915, 1.1708, -4.8657)
H (-0.5421, 0.3237, -3.3565)
H (0.9607, 0.0057, -4.2045)
H (0.0818, 3.6000, -1.9774)
H (-1.0144, 2.2180, -2.1286)
H (-0.7609, 3.3095, -3.4978)
H (3.4492, 3.8138, -5.7619)
H (4.8845, 2.8653, -5.3394)
H (4.2212, 4.0395, -4.1909)
C (2.4964, -3.3861, 2.0996)
C (3.0351, -2.4144, 1.0277)
C (2.9840, -3.0267, -0.3796)
C (4.0270, -4.1134, -0.6169)
C (5.4269, -3.5955, -0.2986)
C (5.5463, -3.0303, 1.1211)
N (4.4541, -2.0119, 1.3028)
O (4.7542, -0.8503, 0.8668)
C (5.4719, -4.1571, 2.1553)
C (6.8791, -2.3146, 1.2995)
C (2.1888, -1.1481, 1.0518)
H (2.3146, -4.3842, 1.7002)
H (3.1737, -3.4789, 2.9430)
H (1.5525, -3.0125, 2.4975)
H (3.1414, -2.2231, -1.1066)
H (1.9744, -3.4141, -0.5434)
H (3.8008, -5.0027, -0.0223)
H (3.9862, -4.4274, -1.6612)
H (6.1676, -4.3909, -0.4109)
H (5.6903, -2.8080, -1.0110)
H (5.4294, -3.7515, 3.1670)
H (6.3783, -4.7570, 2.0724)
H (4.6276, -4.8268, 2.0142)
H (7.0366, -1.5584, 0.5361)
H (7.6804, -3.0521, 1.2346)
H (6.9313, -1.8307, 2.2750)
H (2.2816, -0.6354, 2.0107)
H (1.1418, -1.4268, 0.9016)
H (2.4772, -0.4543, 0.2672)

Results of the Mulliken charge analysis, in e, for atoms 1 through 99: -1.13 -0.28 0.15 -0.55 -0.21 -1.33 -0.21 -0.43 -0.82 0.28 -0.74 -0.62 -0.49 -0.42 0.45 0.30 0.11 0.48 -0.05 -0.56 0.56 0.15 0.53 0.20 0.30 0.42 0.33 0.64 -0.14 0.49 -0.08 0.49 0.47 0.00 0.21 0.43 0.44 0.36 0.39 0.44 0.23 0.27 -1.66 1.97 -1.98 0.27 -1.10 1.63 0.56 -0.64 -2.08 -1.73 -1.99 0.29 0.28 0.50 0.37 0.43 0.15 0.19 0.31 0.53 0.38 0.42 0.41 0.41 0.32 0.51 0.46 0.48 0.39 -1.60 2.34 -0.80 -0.68 -1.20 1.46 0.47 -0.62 -1.78 -1.84 -2.17 0.31 0.28 0.20 -0.09 0.49 0.31 0.43 0.41 0.37 0.36 0.44 0.36 0.37 0.42 0.44 0.60 0.46